Run 1
Entry from OMol25: a gas-phase ion, C2H3N2O2 (charge -1) (the ωB97M-V functional and the def2-TZVPD basis).

Geometry as XYZ:
```
9
C2H3N2O2 | OMol25 | the ωB97M-V functional and the def2-TZVPD basis
C -0.9444 0.7278 -0.0858
C -1.3927 -0.5671 0.0402
N 0.3189 1.0988 -0.0138
N 2.4657 0.2012 0.0149
O 2.9951 -0.9431 0.1180
O 1.1583 -0.0137 -0.1429
H -1.6881 1.5709 -0.1598
H -0.5696 -1.2330 0.1779
H -2.3432 -0.8418 0.0515
```

Properties
M ... 87.06 g/mol
Lowest unoccupied orbital energy (spin up / spin down) ... 4.70 / 4.70 eV
Net charge ... -1
HOMO level (spin up / spin down) ... -0.077 / -0.077 Ha
Frontier orbital gap (spin up / spin down) ... 0.250 / 0.249 Ha



Run 2
Entry from OMol25: a molecular structure, C2H3N2O2 (the ωB97M-V functional and the def2-TZVPD basis).

Geometry as XYZ:
```
9
C2H3N2O2 | OMol25 | the ωB97M-V functional and the def2-TZVPD basis
C -0.8509 -0.2735 -0.6848
C 0.1031 -0.0670 0.4151
N 1.8611 -0.2880 -0.2156
N -0.4841 1.0209 -0.1258
O -1.1074 2.0453 0.4623
O 2.4481 -0.9420 0.6287
H -0.5191 -0.3744 -1.6235
H -1.7342 -0.7464 -0.3701
H 0.2834 -0.3749 1.5137
```

Properties
M ... 87.06 g/mol
Lowest unoccupied orbital energy (spin up / spin down) ... 4.40 / 4.50 eV
Net charge ... -1
HOMO level (spin up / spin down) ... -0.065 / -0.065 Ha
Frontier orbital gap (spin up / spin down) ... 0.226 / 0.230 Ha



Run 3
Entry from OMol25: a gas-phase ion, C2H3N2O2 (charge -1) (the ωB97M-V functional and the def2-TZVPD basis).

Geometry as XYZ:
```
9
C2H3N2O2 | OMol25 | the ωB97M-V functional and the def2-TZVPD basis
C -0.1695 0.8136 -0.6729
C 0.5381 1.2549 0.3875
N -0.9365 -0.3120 -0.8360
N 0.2503 -1.9764 0.1904
O 0.1260 -2.8740 1.0327
O -0.9660 -1.4068 0.0502
H -0.2268 1.4140 -1.6948
H 0.4622 0.8147 1.2838
H 0.9221 2.2719 0.2591
```

Properties
M ... 87.06 g/mol
Lowest unoccupied orbital energy ... 4.68 eV
Net charge ... -1
HOMO level ... -0.083 Ha
Frontier orbital gap ... 0.255 Ha



Computed energies relative to the best structure, in kcal/mol: run 1 0.0; run 2 42.5; run 3 4.9